(1)
The following is a DFT calculation (ωB97M-V with the def2-TZVPD basis set) of a cluster of 2 separate species, CH8N2P in total at a distorted geometry.

```
12
Properties=species:S:1:pos:R:3:forces:R:3
C 1.067 -0.383 0.472 -0.8 -0.3 -0.7
N -1.344 -0.361 -0.232 2.1 1.0 -1.8
N 1.581 -0.376 -0.711 0.8 0.1 1.3
P 1.071 1.140 1.447 0.9 -0.3 1.0
H 0.745 -1.378 0.791 0.2 0.5 0.5
H -1.791 -0.796 -0.979 -0.9 -0.7 -1.5
H -1.499 0.611 -0.213 -0.6 1.0 0.2
H 1.754 -1.269 -1.111 0.3 -0.4 -1.1
H -1.527 -0.826 0.567 -1.2 -1.4 3.2
H 2.072 0.461 -0.970 0.2 0.0 -0.9
H 0.682 1.949 0.405 -0.1 0.4 -0.8
H -0.211 0.933 1.874 -0.9 -0.1 0.6
```
Forces are in eV/Å.

## Properties
Charge = +1
LUMO energy = -4.74 eV


(2)
The following is a DFT calculation (ωB97M-V with the def2-TZVPD basis set) of a cluster of 2 separate species, CH8N2P in total at a distorted geometry.

```
12
Properties=species:S:1:pos:R:3:forces:R:3
C -0.117 -0.772 0.640 1.0 2.1 0.5
N 1.996 0.854 -0.074 -3.1 -1.0 3.8
N -1.779 0.263 -0.556 0.4 -0.1 -1.1
P 1.237 -0.531 -0.551 -3.6 1.6 2.4
H -0.681 -1.597 1.025 0.3 -0.7 -0.5
H -0.237 0.141 1.269 0.3 -0.8 -0.5
H 2.560 1.143 -0.741 3.9 2.1 -3.7
H 1.938 1.518 0.742 -0.6 -1.2 -1.2
H -1.247 0.762 -1.254 -0.1 0.3 -0.1
H -2.058 -0.597 -1.004 -0.6 0.0 0.1
H -2.553 0.837 -0.290 -0.7 0.2 0.3
H 2.017 -1.481 -0.137 2.6 -2.6 -0.1
```
Forces are in eV/Å.

## Properties
Charge = +1
Multiplicity = 3
LUMO energy (alpha / beta) = -3.45 / -8.09 eV


(3)
The following is a DFT calculation (ωB97M-V with the def2-TZVPD basis set) of a cluster of 2 separate species, CH8N3O in total at a distorted geometry.

```
13
Properties=species:S:1:pos:R:3:forces:R:3
N 0.737 0.278 -0.606 -0.5 -0.8 1.4
C 0.223 -0.878 -0.139 -0.6 0.1 -1.5
N 0.850 -2.015 -0.386 -0.4 0.0 0.6
N -0.979 -0.893 0.484 0.3 1.9 1.2
H 0.316 1.117 -0.221 -0.1 0.5 -0.6
H 1.123 0.249 -1.525 0.7 0.3 -0.3
H 0.569 -2.781 0.213 0.1 -0.2 -0.4
H 1.820 -1.946 -0.633 0.3 -0.2 -0.2
H -1.246 0.055 0.747 -0.1 -0.2 -0.1
H -1.815 -1.350 0.171 0.3 -1.1 -0.3
H -0.278 3.543 0.089 -0.3 -0.3 0.4
H -0.725 2.890 1.449 0.1 0.2 -0.6
O -0.646 2.737 0.489 0.2 -0.1 0.3
```
Forces are in eV/Å.

## Properties
Charge = +1
LUMO energy = -3.59 eV


(4)
The following is a DFT calculation (ωB97M-V with the def2-TZVPD basis set) of the ion CH8N3OSi with charge +1 at a distorted geometry.

```
14
Properties=species:S:1:pos:R:3:forces:R:3
N 1.016 1.629 -0.772 1.0 0.3 0.2
N 1.407 0.530 0.028 -0.7 1.6 -0.8
C 0.602 -0.494 0.158 1.3 -2.5 1.8
N 0.886 -1.644 0.869 -1.1 -1.1 -0.8
O -0.526 -0.465 -0.397 -0.9 -0.6 -0.6
Si -2.129 -0.011 -0.056 -0.1 -1.1 0.4
H 1.206 2.577 -0.398 -0.6 -1.4 -0.1
H 0.213 1.433 -1.331 -0.3 0.3 -0.1
H 2.391 0.580 0.161 0.7 -0.8 0.6
H 1.859 -1.912 0.999 -0.4 0.1 0.2
H 0.174 -2.503 0.823 2.2 2.9 -0.1
H -1.777 1.265 -0.392 -0.7 2.8 -0.5
H -2.811 -0.801 -1.039 -0.6 -0.2 -0.3
H -2.510 -0.183 1.347 0.1 -0.2 0.0
```
Forces are in eV/Å.

## Properties
Charge = +1
LUMO energy = -3.24 eV


(5)
The following is a DFT calculation (ωB97M-V with the def2-TZVPD basis set) of the ion CH8N3Si with charge +1 at a distorted geometry.

```
13
Properties=species:S:1:pos:R:3:forces:R:3
N 0.185 1.360 -0.758 -1.0 1.9 -7.3
C 0.151 0.228 -1.539 3.3 5.6 -2.3
N 0.214 -0.871 -0.891 0.3 -4.4 -2.4
Si -0.511 -1.146 0.701 1.7 1.0 2.5
N 0.036 0.363 1.447 -1.3 -1.3 1.9
H -0.063 2.387 -0.685 0.3 -1.8 -1.8
H 0.316 1.049 0.094 0.2 -1.0 5.4
H 0.628 0.206 -2.692 -2.3 0.5 2.9
H 0.416 -1.603 -1.638 -0.3 0.5 2.0
H -1.886 -0.959 0.473 -1.4 -0.3 -0.1
H 0.020 -2.233 1.588 -0.3 -0.2 -1.1
H 0.995 0.552 1.643 0.8 -0.4 0.4
H -0.501 0.668 2.258 0.1 -0.1 -0.2
```
Forces are in eV/Å.

## Properties
Charge = +1
LUMO energy = -4.28 eV


(6)
The following is a DFT calculation (ωB97M-V with the def2-TZVPD basis set) of an isolated molecule of CH8N4 at a distorted geometry.

```
13
Properties=species:S:1:pos:R:3:forces:R:3
N 1.928 0.057 0.391 -0.9 -1.4 -1.8
N 0.703 -0.381 -0.644 3.8 1.2 0.8
C -0.409 -0.024 0.162 0.3 0.4 3.5
N -1.400 -1.073 0.311 -0.2 0.1 -0.2
N -0.972 1.272 -0.147 0.1 0.0 -0.4
H 2.411 0.950 0.241 -0.6 -0.3 -0.7
H 2.595 -0.707 0.292 0.0 0.3 -0.2
H 0.780 0.257 -1.439 0.1 -0.1 0.1
H 0.231 0.093 1.142 -2.5 -0.2 -1.1
H -1.779 -1.324 -0.598 0.0 0.0 0.0
H -0.974 -1.908 0.697 0.1 0.0 -0.1
H -1.519 1.224 -1.003 -0.1 0.1 0.0
H -1.595 1.566 0.595 0.0 -0.1 -0.1
```
Forces are in eV/Å.

## Properties
Charge = 0
LUMO energy = 1.23 eV


Respective ΔE to the lowest compared entry with this formula, charge and spin values: 30.0, 16.1, 21.2, 49.3, 72.1, 60.6 kcal per mole.
Respective E values: -493.458120, -493.335437, -282.195378, -571.618582, -496.375818, -261.840559 a.u..